Molecular formula: C2H26O11
Method: DFT, the ωB97M-V functional and the def2-TZVPD basis

Summary:
Energy relative to the best compared isomer or geometry (same formula, charge and spin) in kcal per mole: 0.0
E_HOMO in eV: -10.314
E in a.u.: -919.456108

```
! RIJCOSX wB97M-V def2-TZVPD def2/J DEFGRID3
* xyz 0 1
C 1.571 23.363 -12.790
C 2.908 22.743 -13.166
O 3.425 23.478 -14.279
H 0.824 23.326 -13.583
H 1.688 24.383 -12.425
H 1.145 22.800 -11.955
H 2.738 21.676 -13.335
H 3.706 22.809 -12.426
H 2.841 23.346 -15.031
O 5.875 20.087 -19.149
H 5.066 20.608 -19.206
H 6.047 20.016 -18.206
O 4.525 22.642 -19.295
H 4.685 22.964 -18.396
H 4.246 23.417 -19.789
O 6.198 23.956 -13.373
H 6.429 23.112 -12.974
H 5.248 23.902 -13.533
O 5.545 23.185 -16.649
H 6.198 22.551 -16.969
H 5.023 22.693 -16.002
O 6.905 20.415 -16.170
H 7.317 19.598 -16.467
H 7.562 20.828 -15.591
O 7.794 24.901 -15.490
H 7.378 25.098 -16.341
H 7.058 24.638 -14.919
O 8.783 22.281 -14.795
H 9.579 22.148 -15.315
H 8.380 23.086 -15.158
O 6.682 25.775 -17.956
H 6.560 25.028 -18.553
H 6.811 26.532 -18.533
O 4.191 20.707 -15.657
H 5.081 20.452 -15.946
H 4.088 20.295 -14.796
O 7.359 22.927 -19.365
H 6.544 22.575 -19.743
H 7.911 22.154 -19.222
*
```

Molecular formula: C18H18NO8PPdS3
Method: DFT, the ωB97M-V functional and the def2-TZVPD basis

Summary:
E_HOMO (spin up / spin down) in eV: -13.478 / -15.484
E in a.u.: -3016.500249

```
! RIJCOSX wB97M-V def2-TZVPD def2/J DEFGRID3
* xyz 2 5
Pd 0.400 0.522 0.778
C -2.160 2.714 0.357
O -2.653 1.370 0.140
P -1.674 0.182 -0.226
O -2.616 -1.050 -0.221
C -3.394 -1.547 0.905
O -1.231 0.322 -1.726
C -2.197 0.261 -2.827
H -2.987 3.383 0.151
H -1.338 2.947 -0.319
H -1.848 2.831 1.392
H -3.980 -2.370 0.516
H -4.045 -0.761 1.276
H -2.725 -1.906 1.684
H -1.784 0.868 -3.624
H -3.160 0.654 -2.512
H -2.293 -0.772 -3.144
O 1.605 0.423 9.083
C 1.101 1.480 8.440
O 0.613 2.399 9.021
C 1.161 1.502 6.928
C 2.125 0.805 6.185
C 2.148 0.911 4.818
C 1.200 1.747 4.164
S 1.307 2.045 2.501
C 0.236 2.463 4.926
C 0.228 2.337 6.286
H 1.922 -0.282 8.504
H 2.879 0.201 6.674
H 2.897 0.391 4.239
H -0.467 3.117 4.428
H -0.478 2.885 6.895
O 3.138 -3.679 -1.023
S 3.357 -3.132 0.261
O 3.063 -3.803 1.471
N 2.310 -1.576 0.237
C 3.098 -0.494 -0.124
S 2.312 1.019 -0.542
C 4.462 -0.768 -0.054
C 5.531 0.145 -0.193
C 6.811 -0.275 0.111
C 7.066 -1.577 0.548
C 6.034 -2.522 0.637
C 4.771 -2.105 0.313
H 5.339 1.160 -0.517
H 7.631 0.424 0.024
H 8.073 -1.873 0.809
H 6.234 -3.544 0.935
O 0.178 -2.229 0.954
C 1.064 -1.527 0.665
*
```

Molecular formula: C4H8O2
Method: DFT, the ωB97M-V functional and the def2-TZVPD basis

Summary:
Energy relative to the best compared isomer or geometry (same formula, charge and spin) in kcal per mole: 66.6
E_HOMO in eV: -7.955
E in a.u.: -307.606256

```
! RIJCOSX wB97M-V def2-TZVPD def2/J DEFGRID3
* xyz 0 1
C 1.302 -0.963 -1.254
C 0.558 0.421 0.813
O 0.553 1.602 1.511
C -0.461 -0.076 0.110
O -0.107 -1.058 -0.785
C -1.902 0.287 0.378
H 1.463 -1.962 -1.631
H 2.174 -0.745 -0.597
H 1.329 -0.191 -2.030
H 1.386 -0.242 1.022
H 0.404 2.300 0.862
H -2.472 -0.598 0.698
H -2.450 0.743 -0.451
H -1.904 0.984 1.227
*
```

Molecular formula: C34H20ClIMnO7P
Method: DFT, the ωB97M-V functional and the def2-TZVPD basis

Summary:
E_HOMO (spin up / spin down) in eV: -7.315 / -7.449
E in a.u.: -4084.581329

```
! RIJCOSX wB97M-V def2-TZVPD def2/J DEFGRID3
* xyz 0 5
Mn 0.602 -0.977 -1.247
Cl -2.713 -7.318 0.163
C -1.839 -5.822 0.103
C -1.483 -5.188 1.304
C -0.795 -4.004 1.287
C -0.426 -3.383 0.072
O 0.251 -2.278 0.102
C -0.808 -4.036 -1.136
C -0.517 -3.441 -2.396
O -0.019 -2.319 -2.571
C -1.502 -5.261 -1.094
H -1.753 -5.648 2.245
H -0.507 -3.512 2.207
H -0.773 -4.016 -3.294
H -1.775 -5.748 -2.023
I 3.142 -0.475 0.223
C 2.920 0.424 2.156
C 4.031 0.254 2.934
C 4.146 0.870 4.189
C 3.139 1.672 4.626
C 1.968 1.853 3.853
C 0.959 2.690 4.372
C -0.203 2.894 3.692
C -0.389 2.248 2.466
C 0.559 1.416 1.911
P -0.053 0.739 0.304
C -0.331 2.291 -0.610
C -1.583 2.852 -0.824
C -1.704 3.982 -1.622
C -0.582 4.547 -2.205
C 0.674 4.005 -1.969
C 0.801 2.879 -1.178
C -1.687 0.039 0.701
C -2.508 -0.242 -0.397
C -3.682 -0.955 -0.226
C -4.033 -1.417 1.037
C -3.211 -1.159 2.123
C -2.037 -0.437 1.959
C 1.804 1.201 2.583
H 4.847 -0.355 2.567
H 5.036 0.719 4.785
H 3.209 2.190 5.574
H 1.133 3.169 5.327
H -0.978 3.538 4.086
H -1.320 2.408 1.940
H -2.466 2.401 -0.388
H -2.684 4.402 -1.805
H -0.685 5.398 -2.864
H 1.549 4.440 -2.433
H 1.777 2.431 -1.020
H -2.219 0.107 -1.385
H -4.322 -1.155 -1.075
H -4.943 -1.987 1.170
H -3.480 -1.527 3.105
H -1.394 -0.248 2.809
O 2.417 1.549 -6.614
C 2.155 1.034 -5.562
C 0.887 1.244 -4.746
O -0.047 1.969 -5.033
C 1.075 0.413 -3.578
C 2.279 -0.316 -3.590
O 2.563 -1.111 -2.650
C 3.053 0.062 -4.799
O 4.164 -0.279 -5.118
O 0.312 0.283 -2.522
*
```

Molecular formula: C37H45AsN8OSTi
Method: DFT, the ωB97M-V functional and the def2-TZVPD basis

Summary:
Energy relative to the best compared isomer or geometry (same formula, charge and spin) in kcal per mole: 6.6
E_HOMO in eV: -6.050
E in a.u.: -5433.725617

```
! RIJCOSX wB97M-V def2-TZVPD def2/J DEFGRID3
* xyz 0 1
Ti 0.550 -0.077 1.060
C -2.127 -3.113 4.976
C -0.994 -2.418 5.385
C -0.495 -1.378 4.618
C -1.133 -0.994 3.435
C -2.266 -1.696 3.029
C -2.754 -2.751 3.791
N -0.647 0.104 2.686
C -0.572 1.306 3.387
C -1.369 1.712 4.454
C -1.200 2.988 4.978
C -0.254 3.860 4.448
C 0.555 3.462 3.390
C 0.391 2.183 2.876
N 1.137 1.583 1.868
N 2.143 2.375 1.347
C 2.866 1.637 0.552
C 4.035 2.151 -0.112
C 4.866 1.298 -0.749
C 4.556 -0.096 -0.797
C 3.377 -0.504 -0.265
N 2.494 0.324 0.354
H -2.521 -3.921 5.580
H -0.498 -2.688 6.310
H 0.386 -0.832 4.934
H -2.764 -1.396 2.116
H -3.641 -3.278 3.461
H -2.114 1.043 4.865
H -1.821 3.306 5.807
H -0.138 4.852 4.866
H 1.313 4.109 2.973
H 4.230 3.211 -0.030
H 5.768 1.665 -1.224
H 5.208 -0.804 -1.289
H 3.063 -1.537 -0.351
C -0.546 2.672 -0.267
N -0.709 1.217 -0.169
C -1.831 0.662 -0.458
C -1.974 -0.745 -0.304
C -3.034 -1.585 -0.628
C -2.590 -2.883 -0.328
C -1.297 -2.744 0.165
N -0.905 -1.455 0.188
C -1.362 3.361 -1.329
C -2.101 4.492 -1.002
C -2.806 5.189 -1.975
C -2.785 4.755 -3.290
C -2.055 3.621 -3.625
C -1.349 2.930 -2.653
H 0.516 2.872 -0.417
H -0.783 3.099 0.711
H -2.677 1.241 -0.827
H -3.993 -1.288 -1.022
H -3.134 -3.807 -0.445
H -0.652 -3.539 0.505
H -2.122 4.828 0.029
H -3.373 6.069 -1.700
H -3.333 5.294 -4.052
H -2.033 3.281 -4.653
H -0.770 2.054 -2.924
C 3.542 -3.492 2.669
As 1.811 -3.291 1.885
C 0.555 -4.356 2.868
C 1.912 -3.941 0.073
O 1.417 -1.679 1.985
H 3.864 -4.531 2.605
H 3.492 -3.179 3.709
H 4.238 -2.849 2.131
H 0.929 -4.506 3.879
H 0.414 -5.316 2.374
H -0.387 -3.810 2.917
H 1.388 -4.893 0.004
H 2.956 -4.077 -0.203
H 1.437 -3.232 -0.605
C 1.760 1.458 -3.419
N 0.783 0.737 -4.222
C 0.987 0.935 -5.654
C 0.365 -0.505 -3.787
S 1.169 -1.327 -2.581
N -0.746 -0.990 -4.389
C -1.193 -2.350 -4.143
C -1.763 -0.139 -4.987
H 1.717 2.510 -3.703
H 2.775 1.077 -3.576
H 1.529 1.358 -2.361
H 2.030 0.724 -5.914
H 0.766 1.969 -5.927
H 0.351 0.277 -6.237
H -0.340 -2.987 -3.934
H -1.717 -2.706 -5.031
H -1.867 -2.390 -3.282
H -1.471 0.903 -4.927
H -2.702 -0.272 -4.443
H -1.932 -0.406 -6.034
*
```

Molecular formula: C23H17N3O7Ru
Method: DFT, the ωB97M-V functional and the def2-TZVPD basis

Summary:
Energy relative to the best compared isomer or geometry (same formula, charge and spin) in kcal per mole: 0.0
E_HOMO (spin up / spin down) in eV: -3.303 / -5.263
E in a.u.: -1672.532289

```
! RIJCOSX wB97M-V def2-TZVPD def2/J DEFGRID3
* xyz -1 6
Ru -1.028 0.098 -0.294
O -2.225 -1.028 0.894
C -3.475 -0.818 1.148
C -4.195 -1.846 1.813
C -5.514 -1.697 2.146
C -6.220 -0.516 1.846
C -5.550 0.490 1.204
C -4.194 0.368 0.834
C -3.600 1.495 0.172
N -2.433 1.542 -0.354
C -1.884 2.810 -0.853
C -0.901 2.474 -1.958
N -0.016 1.383 -1.542
C 1.290 1.712 -1.474
C 2.387 0.882 -1.493
C 3.659 1.338 -1.056
C 4.780 0.481 -1.023
C 4.692 -0.859 -1.263
C 3.355 -1.502 -1.506
C 2.382 -0.479 -2.105
O 1.732 -0.756 -3.086
H -3.649 -2.751 2.041
H -6.024 -2.507 2.655
H -7.261 -0.407 2.119
H -6.064 1.415 0.963
H -4.207 2.403 0.121
H -1.357 3.272 -0.016
H -2.685 3.470 -1.199
H -0.324 3.366 -2.219
H -1.447 2.173 -2.858
H 1.505 2.778 -1.323
H 3.760 2.368 -0.732
H 5.747 0.908 -0.777
H 5.571 -1.487 -1.218
H 3.408 -2.318 -2.225
O 4.494 -2.236 1.401
C 3.328 -1.621 1.074
C 2.768 -0.619 1.789
C 1.502 -0.132 1.397
N 0.786 -0.789 0.462
C 1.261 -1.804 -0.201
C 2.714 -2.134 -0.183
C 0.311 -2.472 -1.164
O 0.609 -3.592 -1.562
O -0.764 -1.810 -1.375
C 0.855 1.084 2.001
O 1.417 1.619 2.956
O -0.236 1.444 1.435
H 4.851 -1.808 2.189
H 3.240 -0.169 2.654
H 2.852 -3.214 -0.250
*
```

> Look up the E of the sixth one.

-1672.532289 a.u.

> The highest E belongs to which entry?

C4H8O2